(1)
A structure of composition C6H14, computed with ωB97M-V with the def2-TZVPD basis set.

The geometry in XYZ format:
```
20
Properties=species:S:1:pos:R:3:forces:R:3
C 2.0447 -0.5537 -1.9017 -0.07 -2.45 1.04
C 0.2922 -0.2063 -0.0466 0.18 0.17 0.30
C -0.1681 0.4613 1.2096 -0.50 0.76 -0.28
C -0.8844 1.8114 1.0284 0.16 -0.10 -0.20
C 1.3456 1.3204 -1.5814 -1.10 2.57 0.90
C 1.5244 0.2523 -0.6534 1.40 -0.30 -1.76
H 0.4279 1.3634 -2.1610 0.21 -0.23 -0.12
H -0.8692 -0.1853 1.7243 -0.05 -0.33 0.10
H -0.2173 2.5340 0.5489 -0.02 -0.01 0.09
H 2.8600 -0.1914 -2.5140 -0.01 0.66 -0.01
H -1.7364 1.6768 0.3674 -0.16 0.04 -0.06
H 0.0083 -1.2317 -0.2010 -0.08 -0.33 -0.13
H 1.1798 -0.8927 -2.4618 -0.01 0.18 -0.38
H 0.6633 0.6428 1.8972 0.25 -0.10 0.10
H -6.3599 -5.2315 2.7853 0.08 0.04 0.04
H 2.4678 -1.4736 -1.4731 -0.07 -0.46 0.09
H 2.3800 0.3998 0.0012 0.23 -0.02 0.18
H -5.7489 -4.9037 3.0548 -0.08 -0.04 -0.04
H -1.2292 2.2166 1.9792 0.00 0.08 0.09
H 2.0192 2.1911 -1.6023 -0.37 -0.11 0.04
```
Forces are in eV/Å.

Calculated values
Orbital gap, eV: 5.76
LUMO energy, eV: -0.400
ΔE to the lowest compared entry with this formula, charge and spin, eV: 6.719

Atomic partial charges in e from the Löwdin method, atoms 1 to 8: atom 1 (C): -0.092, atom 2 (C): -0.095, atom 3 (C): -0.293, atom 4 (C): -0.125, atom 5 (C): 0.085, atom 6 (C): -0.501, atom 7 (H): 0.085, atom 8 (H): 0.095

---

(2)
A cluster of 2 separate species, C6H14 in total, computed with ωB97M-V with the def2-TZVPD basis set.

The geometry in XYZ format:
```
20
Properties=species:S:1:pos:R:3:forces:R:3
C 1.5170 -0.0005 -0.7406 0.20 -0.20 0.48
C -0.9799 -0.1256 -1.0991 -0.90 -1.63 1.87
C 0.2059 0.6223 -0.6591 0.30 -0.33 -4.09
C -1.7273 0.5369 1.2473 1.07 -0.98 -1.27
C 2.2301 -0.2753 0.5978 0.75 -0.04 -0.25
C -2.2023 0.2111 -0.2147 0.20 2.33 -0.11
H -2.5112 1.1751 -0.6363 -0.62 -0.16 0.17
H -2.1283 -0.1424 1.9922 0.05 0.23 0.23
H 3.3070 -0.2740 0.4505 0.05 0.08 -0.01
H 1.8392 -2.3622 1.2141 -0.04 -0.35 0.05
H -3.0395 -0.4704 -0.3217 0.22 -0.21 0.09
H -1.7122 1.5820 1.5370 -0.75 0.04 0.01
H 1.4462 -0.9170 -1.3284 -0.16 -0.32 0.29
H 2.1773 0.6606 -1.3074 -0.09 0.44 0.17
H 1.9773 0.3777 1.4276 -0.24 -0.19 0.06
H -0.6360 0.3118 1.1364 0.07 -0.13 0.82
H 0.2204 1.6489 -1.0235 -0.35 0.74 1.60
H -0.7557 -1.1910 -0.9940 -0.03 -0.01 -0.30
H 2.0475 -1.4643 0.8533 -0.33 0.45 0.32
H -1.2755 0.0964 -2.1312 0.59 0.23 -0.14
```
Forces are in eV/Å.

Calculated values
Orbital gap (spin up / spin down), eV: 5.45 / 8.98
Spin multiplicity: 2
Total charge: +1
LUMO energy (spin up / spin down), eV: -7.279 / -6.931
ΔE to the lowest compared entry with this formula, charge and spin, eV: 3.128

Atomic partial charges in e from the Löwdin method, atoms 1 to 8: atom 1 (C): -0.199, atom 2 (C): -0.174, atom 3 (C): 0.080, atom 4 (C): -0.027, atom 5 (C): -0.053, atom 6 (C): -0.184, atom 7 (H): 0.111, atom 8 (H): 0.091

---

(3)
An isolated molecule of C6H14BNO3, computed with ωB97M-V with the def2-TZVPD basis set.

The geometry in XYZ format:
```
25
Properties=species:S:1:pos:R:3:forces:R:3
O 0.8827 0.1559 2.0719 -0.20 0.11 0.34
O -1.9388 0.1126 -1.7477 0.21 0.88 -0.26
O -2.2240 0.4236 0.5560 0.16 -0.70 0.17
N 2.3190 -0.3791 -1.5462 -0.17 -0.56 -0.28
C 0.8818 -0.7281 -1.4031 0.64 0.87 -0.06
C 0.1909 0.0480 -0.2579 0.21 -0.67 0.37
C 0.5992 -0.7271 1.0290 0.77 -0.39 -0.36
C -2.9099 -0.7391 1.0248 -0.27 0.41 -0.01
C 0.7610 1.4379 0.0531 0.23 0.52 0.58
C 1.1328 1.4486 1.5524 -0.65 0.09 -0.20
B -1.3626 0.1862 -0.4961 -0.29 0.12 0.20
H 2.1582 1.7912 1.6812 0.24 -0.34 0.19
H -2.2478 -1.6017 1.0694 0.06 -0.12 0.13
H 1.6591 1.6259 -0.5197 0.01 0.04 -0.34
H 0.0557 2.2564 -0.0603 -0.17 0.06 -0.51
H 2.8882 -1.1503 -1.2139 0.02 0.16 0.17
H 2.5304 -0.3364 -2.5373 0.06 0.17 0.08
H -3.7595 -0.9889 0.3891 -0.01 0.04 -0.18
H 0.4814 2.1167 2.1133 0.05 0.23 0.02
H -1.4434 0.6543 -2.3848 -0.13 -0.73 0.00
H 0.4048 -0.5276 -2.3553 -0.17 -0.06 -0.16
H -0.0792 -1.5136 1.3513 -0.42 0.21 0.21
H 1.5306 -1.2661 0.8034 0.07 -0.03 -0.16
H 0.7829 -1.7871 -1.1840 -0.28 -0.23 -0.16
H -3.2935 -0.5121 2.0117 0.04 -0.07 0.22
```
Forces are in eV/Å.

Calculated values
Orbital gap, eV: 9.79
SMILES: COB(O)[C@@]1(CN)CCOC1
LUMO energy, eV: 0.505
ΔE to the lowest compared entry with this formula, charge and spin, eV: 0.238

Atomic partial charges in e from the Löwdin method, atoms 1 to 8: atom 1 (O): -0.099, atom 2 (O): 0.173, atom 3 (O): 0.037, atom 4 (N): 0.013, atom 5 (C): -0.200, atom 6 (C): -0.275, atom 7 (C): -0.156, atom 8 (C): -0.055

---

(4)
A structure of composition C6H14BrCl3FNOSi2, computed with ωB97M-V with the def2-TZVPD basis set.

The geometry in XYZ format:
```
29
Properties=species:S:1:pos:R:3:forces:R:3
Br -1.8315 -4.1571 2.1462 0.03 0.21 -0.12
Cl 2.9560 2.3720 -2.8106 -0.02 -0.03 0.01
Cl 0.2561 2.8262 -1.8066 -0.01 0.02 -0.05
Cl 2.3710 4.7209 -1.2090 0.00 0.00 0.00
Si -0.0256 -1.3603 -1.2561 0.35 -0.27 -0.55
Si -1.4785 -2.1861 1.1458 -0.03 -0.80 0.31
F 3.4072 -0.9079 0.7253 0.18 -0.04 -0.02
O -0.5982 -2.5175 -0.2009 -0.11 0.78 0.10
N -2.5780 0.8408 1.2469 0.03 -0.07 0.06
C 1.5618 -0.5206 -0.7020 -0.45 -0.13 0.44
C -3.1532 -1.4524 0.7960 -0.14 0.09 0.10
C 1.7443 3.5805 -2.3957 0.00 0.04 0.04
C -3.1012 0.0040 0.4541 0.06 0.06 -0.06
C 2.0123 -0.7376 0.7406 0.13 0.12 -0.14
C 1.7221 0.4318 1.6478 -0.12 0.03 0.11
H 0.6767 0.4659 1.9473 -0.15 -0.03 -0.07
H 1.9558 1.3696 1.1481 0.12 0.08 -0.02
H 2.3236 0.3476 2.5487 0.04 -0.01 0.10
H -3.6911 -2.0317 0.0491 0.05 -0.07 -0.13
H 1.6194 -1.6634 1.1558 -0.03 -0.13 0.08
H -3.7080 -1.5595 1.7303 0.00 -0.03 0.11
H 1.4138 0.5469 -0.8542 0.18 0.05 -0.22
H -0.7057 -1.3681 2.0830 0.00 0.06 0.00
H 1.4998 4.1288 -3.2946 -0.02 0.02 -0.02
H -3.5278 0.2993 -0.5059 -0.05 0.01 -0.10
H 2.3635 -0.8597 -1.3526 0.07 -0.04 -0.13
H -1.0607 -0.3328 -1.5121 -0.12 -0.03 0.15
H 0.2144 -2.0608 -2.5333 -0.02 -0.01 0.01
H -2.6385 1.7814 0.8686 0.02 0.11 -0.01
```
Forces are in eV/Å.

Calculated values
Orbital gap, eV: 10.63
LUMO energy, eV: 0.417

Atomic partial charges in e from the Löwdin method, atoms 1 to 8: atom 1 (Br): 0.359, atom 2 (Cl): 0.545, atom 3 (Cl): 0.530, atom 4 (Cl): 0.532, atom 5 (Si): 0.561, atom 6 (Si): 0.060, atom 7 (F): -0.047, atom 8 (O): -0.421

---

(5)
A structure of composition C6H14Cl2I2OPd, computed with ωB97M-V with the def2-TZVPD basis set.

The geometry in XYZ format:
```
26
Properties=species:S:1:pos:R:3:forces:R:3
I -0.8098 3.4403 0.3035 -0.55 -0.30 -0.08
I -2.8945 1.1647 -1.3580 0.49 0.43 0.42
Pd -0.0482 1.0746 -0.9077 -1.01 -0.58 0.86
Cl 0.7222 -0.5641 -2.5624 -0.19 -0.77 -0.47
Cl 2.1374 1.8177 -1.9960 0.66 0.40 -0.14
O 0.0962 -0.7937 0.6371 -0.26 1.45 -0.48
C -0.4600 -2.0799 0.3609 -0.52 -0.75 -0.46
C -1.9531 -2.0733 0.6278 0.19 -0.01 -0.08
C -2.8699 2.8881 -0.0596 -0.01 -0.07 0.01
C 1.3594 -0.8014 1.2991 0.80 -0.04 0.43
C 1.7650 0.6196 1.6448 -0.20 -0.24 -0.18
C 2.2968 0.2190 -2.7525 0.48 0.07 -0.19
H -3.3905 3.7127 -0.5482 0.22 -0.14 -0.01
H 3.0611 -0.3567 -2.2303 -0.17 0.10 -0.05
H 2.7320 0.6076 2.1446 0.03 0.04 -0.02
H 2.5231 0.3360 -3.8122 -0.10 0.01 0.15
H -2.2882 -3.1028 0.7333 -0.11 -0.02 0.04
H -0.2642 -2.3571 -0.6865 0.11 0.07 0.26
H 1.8700 1.2314 0.7349 0.10 -0.04 0.29
H 1.0352 1.0703 2.3201 0.05 0.03 -0.08
H -3.3409 2.6202 0.8878 0.23 0.00 -0.19
H 0.0402 -2.8328 0.9783 0.04 0.28 0.06
H 2.1136 -1.3009 0.6692 -0.19 0.11 0.10
H -2.1811 -1.5247 1.5404 0.00 -0.10 0.07
H 1.2605 -1.3819 2.2281 -0.07 0.05 -0.28
H -2.5122 -1.6329 -0.1963 -0.01 0.01 0.01
```
Forces are in eV/Å.

Calculated values
Orbital gap (spin up / spin down), eV: 9.05 / 6.42
Spin multiplicity: 3
Total charge: +2
LUMO energy (spin up / spin down), eV: -7.975 / -10.734
ΔE to the lowest compared entry with this formula, charge and spin, eV: 0.034

Atomic partial charges in e from the Löwdin method, atoms 1 to 8: atom 1 (I): 1.012, atom 2 (I): 1.035, atom 3 (Pd): 0.334, atom 4 (Cl): 0.660, atom 5 (Cl): 0.626, atom 6 (O): -0.278, atom 7 (C): -0.256, atom 8 (C): -0.061

---

(6)
An isolated molecule of C6H14ClN2PS2, computed with ωB97M-V with the def2-TZVPD basis set.

The geometry in XYZ format:
```
26
Properties=species:S:1:pos:R:3:forces:R:3
Cl 0.4563 2.2591 -1.9058 0.65 0.29 -1.98
S -2.3262 1.4536 1.1360 -2.09 0.24 1.40
S 2.5297 1.0494 1.5531 0.14 0.68 -1.72
P 0.2465 2.1676 0.0772 0.48 -0.06 1.36
N 1.2862 0.7874 0.3661 -0.44 -0.98 1.64
N -1.2317 1.4792 0.0017 1.13 -2.79 -1.30
C -0.5428 -0.7646 -0.3521 -0.43 2.21 0.24
C -3.7860 1.8493 0.1296 1.12 -2.25 0.64
C 3.7719 1.7731 0.3977 -1.20 -0.95 1.59
C 1.6865 -1.6729 -0.0433 -1.07 0.37 0.96
C -1.6939 -1.5501 0.2621 2.21 0.42 -1.41
C 0.7038 -0.5561 0.5642 -1.34 -2.01 -1.14
H -1.2269 -2.4076 0.6979 0.28 -0.77 0.63
H -4.5899 2.0400 0.7453 -2.21 -1.01 2.01
H 0.2523 -0.8983 1.6107 1.57 1.27 -1.54
H -3.7242 2.8373 -0.0798 1.15 2.97 -2.24
H -0.3558 -0.6711 -1.4679 -0.48 -0.18 1.57
H -2.1636 -1.0107 1.0404 -0.40 1.06 1.19
H 4.3808 1.0548 -0.0509 -0.08 -1.72 -1.96
H -4.0032 1.1230 -0.6524 0.15 0.37 -0.03
H 2.7174 -1.7884 0.2468 0.34 0.78 0.77
H 1.2564 -2.6433 0.1642 -0.33 -0.34 -0.10
H 3.3891 2.5604 -0.2266 0.13 0.32 0.07
H 4.5110 1.9532 1.1084 1.26 2.12 1.49
H -2.4726 -1.9126 -0.3545 -0.54 -0.12 -1.22
H 1.7011 -1.5109 -1.0959 -0.03 0.06 -0.92
```
Forces are in eV/Å.

Calculated values
Orbital gap (spin up / spin down), eV: 7.36 / 7.53
LUMO energy (spin up / spin down), eV: -0.283 / -0.136

Atomic partial charges in e from the Löwdin method, atoms 1 to 8: atom 1 (Cl): 0.228, atom 2 (S): 0.754, atom 3 (S): 0.795, atom 4 (P): 0.357, atom 5 (N): -0.676, atom 6 (N): -0.748, atom 7 (C): -0.081, atom 8 (C): -0.341